# 1
60
Properties=species:S:1:pos:R:3:mulliken_spin:R:1 method="wB97M-V/def2-TZVPD" multiplicity=5 relative_energy_kcal_mol=5.4 orbital_gap_ev="6.79 / 7.23"
Rh 0.09324 1.84738 0.86648 2.63
I 2.62918 2.60339 1.31039 0.12
C 2.39336 4.11389 -0.12881 -0.02
C 3.49373 4.86608 -0.40543 -0.01
C 3.38832 5.89801 -1.36636 -0.01
C 2.20112 6.11793 -1.99515 0.01
C 1.05779 5.32940 -1.70723 0.01
C -0.16773 5.56823 -2.37609 0.02
C -1.26098 4.80675 -2.09454 -0.01
C -1.18083 3.77390 -1.12969 -0.17
C -0.02667 3.48368 -0.44349 0.41
C 1.12374 4.28418 -0.74379 -0.15
H 4.43514 4.68363 0.09453 -0.01
H 4.25591 6.50316 -1.59473 0.00
H 2.11155 6.90556 -2.73412 0.00
H -0.21411 6.36150 -3.11289 0.00
H -2.19537 4.98848 -2.61199 0.00
H -2.07255 3.18240 -0.94296 0.00
N -0.89897 1.60605 3.84102 0.01
N -1.00719 2.55440 2.77452 0.09
H -1.17486 2.02334 4.72287 0.01
H 0.06925 1.32233 3.90667 0.00
H -0.71843 3.48924 3.04596 -0.01
H -1.97897 2.59366 2.49414 -0.01
C -0.90624 0.10604 0.39890 1.10
Ge -0.54130 -1.76021 0.16800 -0.14
C 1.20306 -2.01616 -0.65241 0.04
C 2.11079 -0.96671 -0.77571 -0.02
C 3.35492 -1.15793 -1.36474 0.02
C 3.70789 -2.41055 -1.84429 0.00
C 2.81251 -3.46802 -1.73917 0.00
C 1.56941 -3.26965 -1.15130 0.00
C -1.89194 -2.54484 -0.99998 0.03
C -2.02404 -2.06601 -2.30638 0.01
C -2.99023 -2.58059 -3.15967 0.01
C -3.84247 -3.58512 -2.71749 0.00
C -3.72321 -4.07285 -1.42510 0.00
C -2.75315 -3.55436 -0.57324 0.00
C -0.57319 -2.70959 1.87091 0.00
C 0.45906 -3.55837 2.26862 0.01
C 0.41105 -4.21671 3.49288 0.00
C -0.67274 -4.03165 4.33839 0.00
C -1.70628 -3.18300 3.96185 0.02
C -1.65193 -2.52610 2.74007 0.02
H -1.96137 0.37639 0.26105 0.01
H 1.84235 0.01833 -0.41062 -0.05
H 4.04524 -0.32762 -1.45349 0.00
H 4.67617 -2.56185 -2.30550 0.00
H 3.08242 -4.44500 -2.12113 0.00
H 0.87564 -4.10222 -1.09074 0.00
H -1.36218 -1.28464 -2.66587 0.02
H -3.07816 -2.20101 -4.17032 0.00
H -4.59569 -3.98913 -3.38245 0.00
H -4.38289 -4.85896 -1.07870 0.00
H -2.66535 -3.94857 0.43326 0.00
H 1.31531 -3.70759 1.62052 0.00
H 1.22236 -4.87175 3.78629 0.00
H -0.71160 -4.54526 5.29103 0.00
H -2.55092 -3.03049 4.62256 0.00
H -2.45895 -1.85484 2.46472 0.00


# 2
67
Properties=species:S:1:pos:R:3:nbo_charge:R:1 method="wB97M-V/def2-TZVPD" multiplicity=1 charge=-1 relative_energy_kcal_mol=16.2 orbital_gap_ev=6.52
Zn 0.92314 0.98839 0.28711 1.53
N 5.01215 -0.72294 1.56232 -0.82
C 4.17140 -0.13546 0.63600 0.27
S 4.44540 1.48578 0.19021 -0.43
N 3.28104 -0.96440 0.11841 -0.48
N 2.34704 -0.31967 -0.61606 -0.34
C 2.04128 -0.72132 -1.79289 0.22
C 2.72651 -1.84658 -2.48593 0.00
C 2.53007 -3.15109 -2.04163 -0.19
C 3.15615 -4.20243 -2.69362 -0.22
C 3.98359 -3.96180 -3.78372 -0.22
C 4.19079 -2.66093 -4.21796 -0.21
C 3.56282 -1.60600 -3.56957 -0.23
C 0.99651 0.06339 -2.48027 0.18
C 0.55575 -0.24030 -3.76407 -0.25
C -0.39589 0.56813 -4.35806 -0.15
C -0.87708 1.67144 -3.67199 -0.27
C -0.40233 1.90508 -2.39345 0.07
N 0.49974 1.11770 -1.80942 -0.57
H 5.52466 -0.05583 2.11440 0.39
H 4.60713 -1.49698 2.06578 0.38
H 1.88417 -3.31718 -1.19246 0.25
H 3.00027 -5.21626 -2.34635 0.21
H 4.47285 -4.78642 -4.28756 0.20
H 4.84730 -2.46448 -5.05651 0.20
H 3.73571 -0.58624 -3.89403 0.22
H 0.95084 -1.10868 -4.27143 0.24
H -0.75829 0.33712 -5.35198 0.21
H -1.61726 2.33121 -4.10189 0.22
H -0.76692 2.72863 -1.79688 0.23
O -0.28268 -2.29057 -0.66438 -0.62
C -1.01081 -1.34330 -0.43315 0.64
N -0.80057 -0.36971 0.49814 -1.03
S -2.04319 0.67670 0.58160 2.30
O -2.86913 0.53776 1.74323 -0.92
O -1.51489 2.00258 0.29437 -0.99
C -2.92793 0.03774 -0.82173 -0.23
C -4.07750 0.49068 -1.43865 -0.22
C -4.53643 -0.23091 -2.53346 -0.21
C -3.86430 -1.37193 -2.97145 -0.21
C -2.71865 -1.81737 -2.32616 -0.17
C -2.25824 -1.09066 -1.24292 -0.15
H -4.59256 1.37415 -1.08511 0.23
H -5.42842 0.09295 -3.05476 0.21
H -4.24650 -1.91487 -3.82682 0.21
H -2.17972 -2.69814 -2.65073 0.23
C -3.52393 1.26807 5.67128 -0.62
C -2.26169 1.46754 4.87495 -0.04
C -1.34477 0.44191 4.71730 -0.18
C -0.20524 0.58647 3.92952 -0.08
C 0.73075 -0.58028 3.77141 -0.63
C 0.02882 1.80979 3.28759 -0.10
Se 1.64469 2.05960 2.24578 -0.48
C -0.88385 2.86305 3.44502 -0.05
C -0.68066 4.17996 2.75048 -0.64
C -2.01182 2.67269 4.23382 -0.23
H -3.45501 0.38149 6.30280 0.20
H -4.38040 1.13541 5.00536 0.21
H -3.73441 2.12662 6.31220 0.20
H -1.52606 -0.51223 5.20301 0.18
H 0.38147 -1.43389 4.35467 0.19
H 1.74336 -0.32104 4.08434 0.22
H 0.79744 -0.88220 2.72452 0.24
H 0.29976 4.60041 2.97582 0.22
H -1.45282 4.89477 3.04044 0.19
H -0.71965 4.03729 1.66858 0.24
H -2.72301 3.48760 4.33661 0.19


Q: Which value of multiplicity does entry 2 give?
A: 1


Q: Which of these has the lowest multiplicity?
A: C29H26N5O3S2SeZn